Record 1
{
  "formula": "C3H2N2O2",
  "method": "the ωB97M-V functional and the def2-TZVPD basis",
  "e_lumo_ev": 0.29,
  "gap_ha": 0.398,
  "energy_ev": -10215.572,
  "de_lowest_kcal_mol": 60.4,
  "elements": ["O", "O", "N", "N", "C", "C", "C", "H", "H"],
  "xyz": [[-0.312, 1.015, 0.452], [-2.416, 1.734, 0.866], [1.387, -2.414, -1.559], [1.301, -0.157, -0.465], [-1.617, 0.867, 0.964], [1.450, -1.371, -1.062], [0.234, -0.197, 0.370], [1.620, 0.679, -0.960], [-1.736, -0.147, 1.371]],
  "atomic_forces_ev_per_a": [[0.08, -0.16, 0.06], [0.54, -0.34, 0.11], [0.47, 0.98, 0.41], [-0.32, -0.19, 0.01], [-0.65, 0.49, 0.12], [0.07, -0.99, -0.55], [0.01, 0.14, -0.28], [-0.13, -0.14, 0.06], [-0.07, 0.22, 0.06]]
}


Record 2
{
  "formula": "C5H8N2",
  "method": "the ωB97M-V functional and the def2-TZVPD basis",
  "e_lumo_ev": 0.87,
  "gap_ha": 0.328,
  "energy_ev": -8294.463,
  "de_lowest_kcal_mol": 12.3,
  "smiles": "[H]/N=C1\\C=C(C)NC1",
  "elements": ["N", "N", "C", "C", "C", "C", "C", "H", "H", "H", "H", "H", "H", "H", "H"],
  "xyz": [[-0.420, -0.165, 1.127], [1.466, 2.391, -0.433], [0.567, 0.903, 1.261], [0.869, 1.293, -0.179], [-0.410, -0.600, -0.188], [0.306, 0.217, -0.997], [-1.222, -1.802, -0.555], [-0.473, -0.864, 1.854], [-0.958, -2.168, -1.550], [-1.074, -2.618, 0.162], [0.371, 0.134, -2.075], [0.193, 1.766, 1.816], [1.587, 2.519, -1.438], [-2.288, -1.550, -0.548], [1.485, 0.542, 1.744]],
  "atomic_forces_ev_per_a": [[0.00, -0.15, 0.00], [-0.11, -0.29, -0.18], [0.06, 0.13, 0.05], [0.08, 0.12, 0.12], [-0.01, 0.06, -0.05], [-0.06, 0.01, 0.02], [0.02, -0.03, -0.03], [0.01, 0.06, -0.12], [-0.03, 0.10, 0.14], [0.01, 0.15, -0.09], [0.00, 0.02, 0.17], [0.00, -0.16, -0.02], [0.00, -0.06, 0.05], [0.15, -0.02, 0.02], [-0.12, 0.06, -0.08]]
}